Formula: C22H24Cl3NO3P2W
Source: the OMol25 dataset
Level of theory: the ωB97M-V functional and the def2-TZVPD basis

Structure (XYZ):
```
56
Properties=species:S:1:pos:R:3:forces:R:3
C -3.74970 -3.44513 -1.22664 1.034 0.747 -1.081
C -2.77674 -2.65383 -1.86595 0.053 -0.163 0.349
C -3.05009 -1.31231 -2.20512 0.042 1.037 1.654
C -4.40760 -0.78593 -2.02392 1.196 -1.562 0.284
C -5.35478 -1.64191 -1.41167 -0.534 -1.000 0.480
C -5.02728 -2.94907 -1.02390 -1.264 0.857 0.476
C -4.64060 0.55371 -2.25710 0.209 -0.279 -0.117
C -3.66921 1.33551 -2.84668 1.540 -0.033 -0.525
C -2.33831 0.77038 -3.06219 -0.020 0.656 2.084
C -1.32815 1.58542 -3.61156 0.137 -0.093 -0.062
C -1.56375 2.94663 -3.85928 0.294 -1.577 0.174
C -2.82073 3.47341 -3.64536 -1.454 0.770 0.611
C -3.86219 2.69697 -3.13865 0.074 1.047 -0.610
H -3.47141 -4.43606 -0.89421 -0.129 -0.134 -0.084
H -6.36556 -1.26660 -1.16866 0.645 -0.174 -0.398
H -5.77208 -3.56919 -0.48612 0.521 0.538 -0.528
H -5.57163 0.97364 -1.96495 -0.732 0.397 0.150
H -0.73613 3.57603 -4.15525 -0.049 0.029 -0.302
H -2.98800 4.54396 -3.81884 0.011 -0.539 0.037
H -4.84557 3.16257 -2.96036 0.546 -0.362 -0.176
N -1.97835 -0.38632 -2.31263 -1.559 -0.805 -2.913
W -0.52398 -0.25344 -0.76388 -2.032 -0.100 3.161
C -1.35616 -3.12600 -2.06310 0.475 -0.838 1.315
H -0.86472 -2.66105 -2.94377 -0.289 -0.676 0.434
H -1.20627 -4.21626 -1.94556 -0.597 0.187 -1.072
C 0.02475 0.96894 -3.82426 0.782 -0.476 0.812
H -0.00389 -0.07631 -4.19349 -0.314 0.544 0.075
H 0.66365 1.53293 -4.52306 -0.224 -0.041 0.409
P -0.35408 -2.60528 -0.60661 0.582 0.860 -1.235
P 0.90652 0.83480 -2.14387 2.465 3.182 -3.765
C 1.48742 2.54905 -1.82091 -0.162 0.342 0.436
H 2.13494 2.51342 -0.93483 -0.138 -0.022 -0.101
H 2.07340 2.99967 -2.64790 -0.357 -0.653 0.226
H 0.65564 3.22976 -1.60167 0.084 -0.203 0.002
C 2.49529 0.04100 -2.53923 -0.092 -0.448 0.535
H 3.04413 0.59994 -3.31275 -0.382 -0.050 0.265
H 3.05591 0.03381 -1.58983 -0.016 -0.173 -0.453
H 2.30933 -0.97725 -2.89194 0.253 0.078 0.028
C -0.91007 -3.12559 1.00451 -0.090 -0.138 -0.256
H -0.80532 -4.22033 0.87876 -0.411 0.252 0.907
H -0.21209 -2.67748 1.74942 -0.461 -0.442 -0.384
H -1.94424 -2.76753 1.15870 0.421 -0.547 0.182
C 1.33791 -3.12596 -0.81178 -0.336 -0.221 0.342
H 1.90627 -2.74254 0.05873 -0.088 -0.419 -0.546
H 1.13261 -4.20454 -0.76830 1.193 -0.140 -0.183
H 1.74706 -2.76526 -1.76785 -0.061 -0.488 0.444
C -0.62556 1.20205 0.68485 2.860 5.916 3.919
O -0.41356 2.11481 1.40390 -1.795 -4.748 -3.383
H -2.02973 0.42857 -0.29984 0.141 0.306 -0.153
Cl 3.07029 -0.35190 4.37693 0.398 0.078 -1.158
C 3.40302 0.01156 2.63200 -1.820 -0.370 0.400
Cl 3.75703 1.79823 2.54544 -0.045 -1.430 -0.393
Cl 4.65937 -1.08648 1.98890 -0.357 0.852 0.301
C 1.99022 -0.32114 1.74488 1.111 1.092 1.404
O 0.97429 -0.67323 2.37241 1.030 0.309 -2.055
O 2.20080 -0.04955 0.51415 -2.290 -0.730 0.039
```
Forces are in eV/Å.

Multiplicity: 3
Net charge: +2
Highest occupied orbital energy (alpha / beta), Eh: -0.53313 / -0.53429
Expectation value of S²: 2.02
Relative energy (zero: lowest compared OMol25 entry of this formula, charge and spin), kcal/mol: 0.00
Energy, hartree: -3262.895766

Formula: C22H24ClNO
Source: the OMol25 dataset
Level of theory: the ωB97M-V functional and the def2-TZVPD basis

Structure (XYZ):
```
49
Properties=species:S:1:pos:R:3:forces:R:3
C 1.70214 2.34479 -2.33025 0.823 0.154 0.594
C 1.66289 1.63430 -0.95573 -0.481 1.140 0.113
N 0.38399 1.91879 -0.31783 -0.828 0.021 -0.288
C -0.74458 1.10443 -0.73747 0.060 -0.517 -0.210
C -0.54976 -0.38410 -0.37244 -0.378 -0.056 0.944
C -1.83338 -1.21422 -0.60321 0.272 0.059 -0.306
C -1.69116 -2.69979 -0.18969 0.038 0.582 0.791
C -1.59362 -2.73311 1.31560 -0.467 0.419 0.354
C -0.39679 -2.98018 1.98488 -0.797 -0.410 0.228
C -0.38232 -2.99171 3.37890 0.167 -0.088 -0.276
C -1.52916 -2.73932 4.11004 -0.308 -0.156 -0.570
C -2.73481 -2.48061 3.45683 0.503 0.387 -1.005
C -2.76581 -2.40915 2.05032 1.087 -0.912 0.842
C -2.24790 -1.08486 -2.03560 -1.751 0.589 -0.294
C -3.44212 -0.62010 -2.50106 -0.082 0.202 -0.991
C -3.33704 -0.65731 -3.96626 -0.038 0.210 0.804
C -2.09533 -1.10151 -4.25712 -0.914 0.152 0.261
O -1.43409 -1.39948 -3.08033 0.712 -0.027 -0.415
C 2.65342 2.12663 0.05396 1.000 1.475 0.411
C 2.73241 3.52399 0.31694 1.009 -1.167 0.477
C 3.69306 4.00767 1.21356 0.456 -0.999 0.180
C 4.59150 3.09529 1.83000 -0.636 -0.269 -0.031
Cl 5.87028 3.58819 2.93317 -0.433 0.314 -0.372
C 4.46842 1.71282 1.64297 -0.272 1.070 -0.267
C 3.47771 1.26129 0.78235 -0.095 0.708 -0.809
H 1.08044 1.82167 -3.04450 -0.142 -0.093 -0.188
H 2.74012 2.33927 -2.67806 -0.140 -0.084 -0.230
H 1.38548 3.39915 -2.27906 -0.016 -0.475 0.190
H 1.86603 0.58466 -1.10615 -0.066 -0.607 -0.132
H 0.48683 1.92658 0.68339 -0.107 -0.192 0.199
H -0.86690 1.20636 -1.84006 -0.089 0.041 0.702
H -1.66735 1.46440 -0.23711 0.455 -0.034 -0.379
H -0.30846 -0.42331 0.71895 -0.046 -0.042 -0.724
H 0.29985 -0.81942 -0.91427 -0.245 0.012 0.029
H -2.64368 -0.77532 0.04923 0.647 -0.307 -0.960
H -0.81518 -3.13348 -0.66545 0.050 -0.144 -0.055
H -2.58012 -3.27659 -0.44327 0.002 0.114 -0.457
H 0.47106 -3.30409 1.42321 0.086 0.234 -0.001
H 0.53252 -3.26296 3.88153 0.134 0.076 0.162
H -1.51091 -2.81454 5.17693 0.039 0.058 0.460
H -3.61920 -2.30312 4.04289 -0.266 0.038 0.028
H -3.69450 -2.22810 1.52269 -0.006 0.049 0.033
H -4.27667 -0.20266 -1.91279 0.663 -0.516 -0.381
H -4.06404 -0.37279 -4.71986 0.069 0.018 0.334
H -1.68422 -1.19089 -5.27259 0.469 -0.347 1.117
H 2.08942 4.21896 -0.19683 -0.146 0.034 -0.047
H 3.75149 5.06688 1.41618 0.162 0.022 0.056
H 5.16393 1.03327 2.11707 -0.109 0.036 0.053
H 3.40615 0.22336 0.55537 -0.047 -0.772 0.023
```
Forces are in eV/Å.

Highest occupied orbital energy, Eh: -0.31236
Relative energy (zero: lowest compared OMol25 entry of this formula, charge and spin), kcal/mol: 3.77
Energy, hartree: -1442.880356
SMILES string: C[C@H](NCC[C@H](Cc1ccccc1)c1ccco1)c1ccc(Cl)cc1

Formula: C22H24F3N3O3S
Source: the OMol25 dataset
Level of theory: the ωB97M-V functional and the def2-TZVPD basis

Structure (XYZ):
```
56
Properties=species:S:1:pos:R:3:forces:R:3
H 2.60209 3.51729 0.25724 -0.230 0.004 -0.108
N 2.97920 2.57824 0.26192 0.415 0.551 0.296
C 2.28474 1.64957 -0.23697 -0.209 0.011 -0.124
C 2.77780 0.28069 -0.17996 -0.185 -0.790 -0.179
C 4.02224 -0.00141 0.37778 0.039 -0.127 0.002
C 4.50928 -1.29242 0.45639 0.119 0.146 0.068
O 5.73254 -1.59322 1.00063 -0.353 -0.223 -0.189
C 6.52392 -0.53792 1.48965 0.122 0.139 0.075
C 3.71724 -2.35658 -0.04287 -0.264 -0.012 -0.111
O 4.02474 -3.68031 -0.04838 -0.239 0.320 -0.061
C 5.25398 -4.16526 0.44469 0.416 -0.309 0.152
C 2.47830 -2.06977 -0.59536 0.297 0.046 0.145
C 1.99524 -0.76769 -0.67262 0.676 0.430 0.358
N 0.76409 -0.52900 -1.23145 -0.301 0.052 -0.184
C 0.35975 0.68382 -1.30905 -0.312 -0.910 -0.305
S -1.21186 0.94284 -2.07825 -0.297 0.146 -0.333
C -1.74922 -0.78767 -2.33683 0.335 0.429 0.083
C -2.36541 -1.32648 -1.08939 -0.116 -0.099 0.146
C -1.65317 -2.17876 -0.25320 -0.067 -0.053 -0.023
C -2.21849 -2.64643 0.92022 -0.035 -0.014 0.058
C -3.50124 -2.27106 1.27909 -0.093 0.110 -0.071
C -4.21222 -1.41816 0.44570 -0.092 -0.008 -0.001
C -5.59302 -0.96300 0.82025 -0.226 0.163 0.106
F -6.42467 -0.91214 -0.23446 0.050 -0.038 -0.242
F -5.58927 0.28005 1.34657 0.153 0.114 0.019
F -6.18316 -1.75013 1.73091 0.112 -0.220 0.121
C -3.65066 -0.94111 -0.72940 0.058 -0.189 0.167
N 1.02342 1.78983 -0.87508 0.499 -0.005 0.254
C 0.44693 3.10233 -1.08939 -0.342 0.416 0.052
C -0.57244 3.49781 -0.01526 0.455 0.198 0.191
C 0.10676 3.92316 1.29197 -0.250 -0.262 -0.057
O 1.02797 4.97772 1.12219 0.224 -0.089 -0.011
C 0.44827 6.25005 0.97405 -0.018 0.068 -0.038
H 4.58317 0.84101 0.74422 0.132 0.046 0.077
H 6.77955 0.17364 0.69877 -0.022 -0.004 0.030
H 6.02743 -0.00803 2.30810 0.010 0.004 -0.037
H 7.43325 -1.00847 1.86144 -0.039 0.094 -0.007
H 5.21093 -5.24389 0.29265 0.022 0.073 0.017
H 5.37658 -3.95214 1.50826 0.001 -0.034 -0.101
H 6.10195 -3.75389 -0.10606 -0.066 -0.049 0.054
H 1.89062 -2.88799 -0.97839 -0.081 -0.107 -0.061
H -0.86031 -1.34310 -2.62718 -0.149 -0.033 -0.107
H -2.46809 -0.73206 -3.15338 0.050 0.011 -0.027
H -0.64732 -2.45928 -0.52245 0.046 -0.035 -0.035
H -1.65560 -3.30666 1.56168 0.062 -0.073 0.057
H -3.94932 -2.63351 2.19117 -0.037 -0.033 0.060
H -4.21332 -0.26990 -1.36182 -0.074 0.059 -0.076
H 1.25604 3.83756 -1.11004 -0.117 -0.135 -0.125
H -0.03579 3.10271 -2.07171 0.186 0.079 0.091
H -1.24202 2.66239 0.19069 -0.068 0.027 -0.024
H -1.17546 4.32040 -0.40179 -0.099 0.007 -0.018
H -0.65916 4.20222 2.02929 0.092 -0.029 -0.015
H 0.69236 3.09294 1.69622 -0.115 0.031 0.011
H -0.11144 6.34310 0.03671 0.001 0.034 0.023
H 1.27219 6.96115 0.96890 -0.087 0.066 -0.017
H -0.22240 6.47655 1.81112 0.011 0.009 -0.021
```
Forces are in eV/Å.

Highest occupied orbital energy, Eh: -0.27978
Relative energy (zero: lowest compared OMol25 entry of this formula, charge and spin), kcal/mol: 3.43
Energy, hartree: -1940.508145
SMILES string: [H]/N=c1/c2cc(OC)c(OC)cc2nc(SCc2cccc(C(F)(F)F)c2)n1CCCOC

Formula: C22H24FN3O3
Source: the OMol25 dataset
Level of theory: the ωB97M-V functional and the def2-TZVPD basis

Structure (XYZ):
```
53
Properties=species:S:1:pos:R:3:forces:R:3
O -1.47334 -1.93964 0.94568 -0.155 -0.118 0.116
C -0.85753 -0.96958 0.53004 0.292 0.007 -0.158
N 0.44311 -0.99860 0.19759 0.102 0.041 -0.158
C 1.29438 -2.14052 0.43404 0.102 -0.266 -0.096
C 2.22923 -2.42556 -0.75610 -0.126 -0.032 0.196
N 3.44027 -1.64163 -0.85322 0.086 0.021 -0.043
C 4.40221 -1.84498 0.21282 0.283 0.163 -0.161
C 5.72947 -1.21116 -0.21153 -0.062 -0.335 0.236
O 5.57827 0.16425 -0.47538 0.065 0.118 0.125
C 4.62092 0.36995 -1.48666 -0.417 0.123 -0.097
C 3.26654 -0.22116 -1.08645 0.374 0.093 -0.128
C -1.57282 0.32664 0.26574 0.056 0.673 -0.009
C -1.02166 1.55123 0.20280 -0.443 -0.118 -0.172
C 0.34248 1.91445 0.57316 0.395 0.220 0.031
C 0.93627 1.48230 1.76327 0.077 0.218 -0.109
C 2.21137 1.88372 2.11347 0.068 -0.084 0.131
C 2.93095 2.73655 1.29005 -0.090 0.004 -0.056
C 2.36360 3.19657 0.11416 -0.044 0.057 -0.055
C 1.08653 2.78962 -0.22011 -0.029 -0.248 0.088
F 0.55435 3.22531 -1.38218 0.022 -0.042 0.191
N -2.92277 0.06701 0.07544 -0.085 -0.543 0.056
C -3.94877 0.94180 -0.14038 0.156 -0.074 0.008
O -3.79479 2.13389 -0.31544 0.005 0.119 -0.051
C -5.29357 0.29846 -0.17708 -0.395 0.001 0.001
C -6.27606 0.91018 -0.95175 0.180 0.013 0.039
C -7.54752 0.37396 -1.02255 -0.025 0.005 -0.018
C -7.85506 -0.77118 -0.30607 -0.019 -0.034 0.035
C -6.88965 -1.37194 0.48524 -0.077 -0.099 0.018
C -5.61227 -0.84465 0.55161 0.075 0.122 -0.082
H 0.87267 -0.15724 -0.15022 -0.128 -0.033 0.040
H 0.63210 -2.99277 0.60280 0.127 0.074 0.020
H 1.88772 -1.98188 1.34252 -0.058 -0.086 0.002
H 2.53781 -3.47300 -0.70374 -0.075 -0.001 -0.017
H 1.66907 -2.28419 -1.68478 -0.047 -0.098 0.029
H 4.54036 -2.91584 0.37154 0.020 -0.020 0.052
H 4.08129 -1.37876 1.16077 0.022 -0.070 -0.002
H 6.47001 -1.29067 0.58591 -0.025 -0.056 -0.052
H 6.09991 -1.72477 -1.11093 -0.012 0.008 0.083
H 4.54424 1.44966 -1.62349 -0.021 -0.048 -0.052
H 4.95762 -0.09917 -2.42268 -0.055 0.051 0.041
H 2.54993 -0.07091 -1.89639 -0.054 0.047 -0.016
H 2.92559 0.31087 -0.18086 -0.059 0.038 -0.048
H -1.65195 2.37180 -0.11338 -0.064 -0.101 0.018
H 0.37282 0.82948 2.41348 -0.059 -0.031 0.067
H 2.64655 1.53447 3.03758 0.037 -0.030 0.083
H 3.92919 3.04201 1.56043 0.103 0.038 0.021
H 2.89437 3.86557 -0.54450 0.041 0.071 -0.095
H -3.13884 -0.91671 0.21519 -0.015 0.258 -0.068
H -6.01853 1.80764 -1.49375 0.020 0.075 -0.027
H -8.30064 0.85001 -1.63258 -0.051 0.037 -0.055
H -8.84864 -1.19139 -0.35673 -0.076 -0.034 -0.001
H -7.13352 -2.25534 1.05672 -0.016 -0.058 0.049
H -4.88333 -1.31418 1.19691 0.077 -0.040 0.049
```
Forces are in eV/Å.

Highest occupied orbital energy, Eh: -0.31177
Relative energy (zero: lowest compared OMol25 entry of this formula, charge and spin), kcal/mol: 44.06
Energy, hartree: -1342.607787
SMILES string: O=C(NCCN1CCOCC1)/C(=C\c1ccccc1F)NC(=O)c1ccccc1